# 1
{"formula": "C32H25AsBiF5N3O9S2", "method": "wB97M-V/def2-TZVPD", "elements": ["Bi", "C", "O", "C", "C", "C", "C", "C", "C", "N", "N", "C", "C", "O", "C", "C", "C", "C", "C", "C", "C", "C", "H", "H", "H", "H", "H", "H", "H", "H", "H", "H", "H", "H", "H", "F", "C", "C", "F", "C", "F", "C", "S", "C", "F", "C", "F", "O", "As", "O", "O", "C", "C", "C", "C", "C", "C", "S", "O", "O", "O", "H", "H", "H", "H", "H", "C", "N", "C", "C", "O", "H", "H", "H", "H", "H", "H", "H"], "positions_angstrom": [[0.12031, -0.07485, -0.34018], [3.51973, 0.18575, 1.60882], [2.28971, 0.88286, 1.44367], [2.34857, 2.17683, 1.03993], [3.52378, 2.89278, 0.86949], [3.47126, 4.22190, 0.46394], [2.25333, 4.83976, 0.23205], [1.07773, 4.12145, 0.39719], [1.11277, 2.79564, 0.79692], [-0.04822, 1.99220, 0.93840], [-1.06855, 2.62376, 1.35431], [-2.17801, 1.95099, 1.72074], [-2.23231, 0.52819, 1.89009], [-1.34180, -0.28286, 1.49620], [-3.35494, -0.00817, 2.62768], [-4.39096, 0.76480, 3.00216], [-4.43284, 2.17161, 2.70821], [-5.56598, 2.94599, 3.00518], [-5.61896, 4.27763, 2.66908], [-4.51987, 4.86948, 2.03141], [-3.39664, 4.13045, 1.74078], [-3.32731, 2.76398, 2.07065], [4.10060, 0.62927, 2.42305], [4.09454, 0.17736, 0.68322], [3.24928, -0.83382, 1.86304], [4.48049, 2.41702, 1.03377], [4.39468, 4.76953, 0.32198], [2.21677, 5.87514, -0.08367], [0.11142, 4.57147, 0.20705], [-3.34232, -1.07633, 2.80490], [-5.24102, 0.32507, 3.51662], [-6.40640, 2.46872, 3.49976], [-6.50240, 4.86410, 2.89001], [-4.56228, 5.91713, 1.75767], [-2.55180, 4.58364, 1.24050], [1.65375, -7.19074, 1.20508], [1.89280, -5.95575, 0.74959], [1.19451, -4.87416, 1.24255], [0.26582, -5.06246, 2.18716], [1.46316, -3.60678, 0.76488], [0.75746, -2.59053, 1.29923], [2.41305, -3.33478, -0.22028], [2.72324, -1.73277, -0.81536], [3.09312, -4.46267, -0.68903], [4.03353, -4.32690, -1.63068], [2.84890, -5.73812, -0.22134], [3.53642, -6.78174, -0.70642], [-2.58772, 1.68944, -3.61800], [-1.94318, 2.11317, -2.02704], [-0.51119, 1.16191, -1.97505], [-2.90082, 0.90716, -1.02593], [-4.03891, 0.20944, -1.21126], [-5.28200, 0.78404, -0.96221], [-6.42322, -0.00184, -0.99092], [-6.34573, -1.35902, -1.27987], [-5.11758, -1.92602, -1.58681], [-3.97212, -1.14567, -1.56337], [-2.44788, -1.83008, -2.16624], [-2.18002, -1.08062, -3.38478], [-2.67161, -3.24079, -2.33495], [-1.39481, -1.57196, -1.13354], [-2.47627, 0.72017, -3.72534], [-5.32615, 1.84324, -0.73590], [-7.38463, 0.45018, -0.77250], [-7.23953, -1.97037, -1.28053], [-5.02294, -2.96817, -1.86570], [1.10367, -0.50022, -3.95317], [1.89120, 0.72491, -4.01398], [2.07006, 1.29494, -5.33217], [2.34722, 1.36360, -2.93246], [2.20030, 1.05976, -1.75580], [1.41203, -1.15494, -4.76974], [0.03830, -0.29099, -4.03777], [1.30010, -1.01567, -3.01551], [2.59370, 0.58827, -5.97960], [2.65371, 2.21263, -5.27266], [1.10020, 1.52318, -5.78133], [2.91264, 2.27163, -3.19804]], "forces_ev_per_angstrom": [[0.32, -0.35, -0.06], [0.09, 0.06, 0.25], [-0.01, -0.05, -0.12], [-0.09, 0.07, -0.02], [0.08, 0.05, -0.01], [-0.03, -0.06, 0.01], [-0.01, 0.05, -0.01], [-0.06, -0.01, -0.01], [0.12, 0.19, -0.10], [0.12, 0.29, 0.04], [0.14, -0.08, 0.21], [-0.33, -0.34, -0.05], [0.01, 0.34, 0.09], [0.14, 0.02, -0.30], [-0.06, -0.06, -0.07], [-0.05, 0.07, 0.03], [-0.02, -0.04, -0.09], [-0.03, 0.01, 0.03], [-0.01, -0.01, 0.03], [0.00, -0.03, 0.02], [-0.01, 0.02, 0.03], [0.06, -0.02, -0.06], [-0.03, 0.09, 0.01], [-0.03, -0.01, 0.04], [0.03, 0.03, -0.05], [-0.04, 0.02, 0.01], [0.00, -0.01, 0.02], [-0.01, -0.03, -0.01], [0.03, 0.00, 0.00], [0.02, 0.02, 0.01], [0.05, 0.02, -0.03], [0.02, 0.02, -0.04], [0.02, -0.01, 0.00], [0.03, -0.02, 0.00], [-0.02, 0.01, 0.00], [-0.04, -0.15, 0.06], [0.02, 0.06, -0.03], [-0.06, 0.10, 0.05], [-0.06, 0.00, 0.07], [0.01, 0.06, -0.02], [-0.08, 0.03, 0.02], [-0.06, -0.18, 0.06], [-0.24, -0.15, -0.27], [-0.03, 0.09, 0.05], [0.11, -0.02, -0.11], [0.04, -0.01, -0.05], [0.07, -0.07, -0.05], [0.14, -0.06, 0.14], [-0.35, 0.08, -0.40], [-0.03, 0.19, 0.21], [0.01, 0.04, 0.29], [0.00, -0.13, -0.02], [0.08, -0.01, 0.03], [-0.07, -0.01, 0.01], [-0.04, 0.03, 0.01], [0.04, 0.04, -0.02], [0.10, 0.20, 0.06], [0.08, -0.06, -0.09], [0.07, -0.02, -0.04], [0.03, 0.08, 0.02], [-0.23, -0.28, -0.03], [-0.03, -0.02, -0.04], [-0.01, -0.05, 0.09], [0.04, -0.01, -0.02], [0.01, 0.02, -0.02], [-0.01, 0.05, 0.05], [-0.01, 0.03, 0.08], [-0.03, -0.08, -0.03], [-0.03, -0.01, 0.03], [-0.02, 0.24, 0.01], [-0.03, -0.25, 0.07], [0.04, 0.00, 0.01], [0.01, 0.02, 0.01], [0.05, -0.01, 0.00], [-0.01, 0.00, -0.01], [-0.02, -0.01, 0.03], [0.01, 0.01, 0.01], [0.04, -0.01, 0.02]], "homo_ha": -0.177, "homo_lumo_gap_ev": 6.390, "e_tot_ha": -5822.0881, "total_charge": -1, "max_force_ev_per_a": 0.54}



# 2
{"formula": "C35H97N5O14", "method": "wB97M-V/def2-TZVPD", "elements": ["C", "O", "C", "C", "C", "N", "H", "H", "H", "H", "H", "H", "H", "H", "H", "H", "H", "C", "O", "C", "C", "C", "N", "H", "H", "H", "H", "H", "H", "H", "H", "H", "H", "H", "C", "O", "C", "C", "C", "N", "H", "H", "H", "H", "H", "H", "H", "H", "H", "H", "H", "C", "O", "C", "C", "C", "N", "H", "H", "H", "H", "H", "H", "H", "H", "H", "H", "H", "C", "O", "C", "C", "C", "N", "H", "H", "H", "H", "H", "H", "H", "H", "H", "H", "H", "C", "C", "C", "O", "H", "H", "H", "H", "H", "H", "H", "H", "C", "C", "C", "O", "H", "H", "H", "H", "H", "H", "H", "H", "C", "C", "C", "O", "H", "H", "H", "H", "H", "H", "H", "H", "O", "C", "C", "O", "H", "H", "H", "H", "H", "H", "O", "C", "C", "O", "H", "H", "H", "H", "H", "H", "O", "C", "C", "O", "H", "H", "H", "H", "H", "H"], "positions_angstrom": [[-3.46730, 3.68202, 2.76033], [-3.18720, 2.78752, 3.84605], [-3.78163, 1.55248, 3.64149], [-3.27192, 0.52144, 4.63676], [-1.79778, 0.34192, 4.51424], [-3.97226, -0.71744, 4.38944], [-3.22321, 3.23651, 1.77760], [-2.80964, 4.53528, 2.95845], [-4.49927, 4.01415, 2.75366], [-4.89860, 1.55447, 3.67138], [-3.47463, 1.11719, 2.64922], [-3.50166, 0.89491, 5.63339], [-1.44473, -0.52149, 5.07064], [-1.32032, 1.23386, 4.87845], [-1.57777, 0.19088, 3.44355], [-3.58773, -1.46424, 4.94215], [-4.95317, -0.64809, 4.58385], [-0.02519, 8.74849, 2.24622], [0.68081, 7.59375, 1.90351], [-0.12222, 6.44651, 1.72561], [0.85541, 5.26784, 1.46789], [0.00960, 4.01263, 1.16492], [1.63630, 5.07327, 2.71014], [0.70189, 9.54066, 2.49802], [-0.67373, 8.54549, 3.13115], [-0.61325, 9.07295, 1.37893], [-0.68609, 6.21490, 2.65491], [-0.75821, 6.48790, 0.84192], [1.46561, 5.53540, 0.58942], [0.69521, 3.18043, 1.02159], [-0.56073, 4.18237, 0.24799], [-0.64129, 3.75675, 2.02402], [2.40599, 4.39329, 2.54270], [2.08400, 5.96783, 2.89156], [-2.72796, 3.99941, -5.66443], [-3.10133, 2.79069, -5.01313], [-3.00568, 1.64680, -5.85043], [-3.48392, 0.45654, -5.12301], [-2.63596, 0.10316, -3.91047], [-3.46544, -0.66914, -6.07906], [-2.95980, 4.82423, -4.96055], [-3.33960, 4.14895, -6.55516], [-1.67099, 4.08486, -5.97897], [-3.57455, 1.93192, -6.72377], [-1.91756, 1.41713, -6.10645], [-4.53979, 0.67381, -4.85536], [-2.50543, 0.92829, -3.17866], [-1.60228, -0.14064, -4.23277], [-3.02957, -0.72408, -3.33156], [-3.78259, -1.53347, -5.62522], [-4.20953, -0.45569, -6.74439], [5.07044, -0.12045, 0.17568], [4.82278, 0.86210, 1.19196], [5.99348, 1.55091, 1.67284], [5.54101, 2.66588, 2.61172], [4.98379, 2.14675, 3.93959], [4.69099, 3.69420, 1.91660], [5.52155, 0.27318, -0.75051], [4.12321, -0.59273, -0.08335], [5.71036, -0.90582, 0.60662], [6.66637, 0.85487, 2.21381], [6.52844, 2.03012, 0.86487], [6.46013, 3.15919, 2.89391], [3.99144, 1.69772, 3.80906], [4.84665, 2.99740, 4.63018], [5.61720, 1.41923, 4.47002], [5.34136, 4.24025, 1.33525], [4.11634, 3.17168, 1.24460], [3.48201, -4.79877, 1.70633], [3.50304, -3.82874, 2.75592], [2.50028, -2.84679, 2.66340], [2.85013, -1.76288, 3.67122], [2.02760, -0.47448, 3.34906], [4.27314, -1.40150, 3.71591], [3.23983, -4.41478, 0.71472], [2.71488, -5.56125, 1.96243], [4.44673, -5.27350, 1.65635], [2.54664, -2.42826, 1.61196], [1.49258, -3.28016, 2.79397], [2.55666, -2.10106, 4.65037], [0.98550, -0.71895, 3.06528], [2.52073, 0.02591, 2.52964], [2.03007, 0.20221, 4.21394], [4.79168, -2.26087, 3.51651], [4.45824, -0.81294, 2.90949], [1.63408, 2.92448, -2.07815], [1.69831, 2.25548, -3.45874], [0.50888, 2.66898, -4.32474], [2.85071, 2.51155, -4.24753], [2.04702, 3.94367, -2.09607], [2.26528, 2.38677, -1.36130], [0.65521, 2.93264, -1.57793], [1.62261, 1.18792, -3.29592], [0.62938, 3.71500, -4.59364], [-0.48328, 2.55001, -3.86167], [0.53405, 2.11835, -5.27585], [2.79727, 3.44197, -4.51236], [0.66471, -0.68866, -0.41538], [-0.65545, -0.62824, 0.35465], [-1.58507, 0.35884, -0.25553], [-1.24459, -1.94862, 0.35324], [1.38637, -1.27059, 0.15938], [1.00763, 0.31247, -0.72027], [0.49240, -1.25719, -1.33980], [-0.43392, -0.36413, 1.39325], [-1.29265, 1.39645, -0.20581], [-2.61421, 0.28988, 0.13645], [-1.67858, 0.17518, -1.32050], [-2.12431, -1.90935, 0.75120], [1.80909, -4.68716, -3.65668], [3.08619, -4.64709, -2.95191], [3.22778, -3.41677, -2.06898], [3.30840, -5.87163, -2.24211], [0.97518, -4.79688, -2.96428], [1.90321, -5.55807, -4.31240], [1.68742, -3.79286, -4.25203], [3.86946, -4.60186, -3.71226], [2.39575, -3.36461, -1.37826], [3.20966, -2.55349, -2.74649], [4.13469, -3.41997, -1.49334], [2.59596, -5.94990, -1.56670], [-5.98624, -3.31125, 1.43443], [-5.99602, -1.86399, 1.39524], [-4.72318, -1.22198, 0.92463], [-3.62697, -1.78383, 1.68576], [-5.07201, -3.55504, 1.66317], [-6.78175, -1.59585, 0.65530], [-6.33399, -1.48287, 2.39805], [-4.83261, -0.14764, 1.03424], [-4.53280, -1.46108, -0.12977], [-3.61432, -1.47175, 2.59786], [-1.59488, -3.03811, -2.20694], [-2.85049, -3.73454, -2.22463], [-3.08075, -4.25871, -3.61756], [-2.89048, -3.27054, -4.57733], [-1.43832, -2.55907, -1.36029], [-2.80263, -4.59809, -1.53040], [-3.67948, -3.08971, -1.82575], [-4.03584, -4.72442, -3.86877], [-2.30553, -5.01798, -3.81159], [-2.10879, -2.77134, -4.27392], [-1.48299, -6.64273, 0.44792], [-0.92136, -5.40702, 0.82590], [0.29981, -5.09276, -0.06001], [1.02119, -6.30558, -0.26769], [-1.10660, -7.29360, 1.06059], [-1.69055, -4.63293, 0.66273], [-0.58105, -5.41512, 1.86221], [0.95054, -4.41332, 0.45949], [-0.03007, -4.65807, -1.00112], [0.36496, -6.84593, -0.70042]], "forces_ev_per_angstrom": [[0.94, 0.04, 0.50], [-0.43, 0.38, -0.63], [-0.11, -1.46, -0.82], [-0.63, 0.80, 0.71], [0.16, -0.30, -0.76], [0.23, -0.58, -0.83], [0.00, 0.05, 0.41], [-0.25, -0.05, -0.32], [-0.34, -0.03, 0.09], [0.47, 0.37, -0.02], [-0.36, 0.51, 0.33], [-0.01, 0.15, 0.35], [0.10, -0.09, 0.14], [0.47, 0.28, -0.02], [0.29, 0.03, 0.34], [0.03, -0.20, 0.29], [-0.44, 0.01, 0.15], [-0.22, 0.23, 0.38], [0.26, -0.32, -0.09], [1.29, -1.04, 0.18], [-1.03, 0.04, 0.97], [0.56, 0.43, 0.44], [0.43, -0.43, -0.97], [-0.32, -0.41, -0.09], [0.21, 0.33, -0.54], [-0.24, 0.16, 0.26], [0.02, 0.20, -0.47], [-0.42, 0.50, -0.01], [-0.05, -0.10, 0.13], [-0.05, -0.26, -0.15], [-0.13, -0.21, 0.11], [0.25, 0.24, -0.49], [-0.62, 0.73, 0.21], [0.10, -0.15, 0.17], [-0.38, 0.28, 0.50], [0.68, 0.45, 0.21], [2.25, 1.20, 0.07], [-1.42, -1.12, 0.38], [0.84, 0.82, 0.42], [-0.63, 0.00, 0.00], [0.22, -0.49, -0.36], [-0.11, 0.01, -0.19], [-0.23, -0.43, 0.32], [-0.19, -0.67, -0.74], [-1.08, 0.56, -0.12], [0.42, -0.08, 0.48], [-0.37, -0.15, -0.66], [-0.51, -0.10, 0.01], [-0.15, -0.34, -0.16], [0.41, 0.32, 0.00], [0.31, -0.20, -0.18], [0.26, -0.06, 0.66], [0.41, 0.09, -0.47], [-0.83, -0.43, 0.42], [0.20, -0.09, 0.18], [-0.96, 0.51, 0.28], [0.65, -0.97, -0.05], [-0.04, 0.15, 0.42], [-0.12, 0.19, 0.08], [0.07, 0.10, -0.30], [-0.25, 0.16, -0.30], [0.26, -0.12, -0.60], [0.42, 0.40, -0.06], [0.22, -0.04, 0.00], [0.03, -0.24, -0.32], [-0.03, 0.16, -0.56], [-0.51, -0.15, 0.31], [0.09, 0.24, 0.27], [-1.03, -0.41, 0.91], [0.26, -0.53, -0.60], [0.60, 0.17, -1.33], [-0.77, 1.33, -0.33], [0.02, -0.91, 0.64], [-0.17, -0.65, -0.47], [0.03, 0.45, 0.05], [0.38, 0.20, -0.31], [0.37, -0.14, 0.11], [-0.17, -0.13, 0.79], [0.14, 0.19, 0.19], [-0.05, -0.31, 0.52], [0.47, 0.13, 0.20], [0.02, 0.29, -0.45], [-0.09, -0.17, -0.24], [-0.02, 0.22, 0.33], [0.05, 0.26, -0.03], [1.02, 0.07, 0.53], [-1.64, 0.38, -0.24], [-0.36, -0.25, -0.22], [0.40, 0.14, 0.74], [-0.34, -0.08, -0.14], [0.20, -0.02, -0.16], [0.00, 0.04, -0.68], [0.37, -0.38, -0.14], [-0.09, 0.38, 0.06], [0.36, -0.05, -0.05], [-0.07, 0.00, 0.30], [0.12, -0.27, 0.04], [-0.56, -0.55, -0.29], [0.54, -0.32, 0.35], [-1.45, 0.30, -0.66], [0.92, 0.22, -0.66], [0.26, 0.38, -0.06], [0.11, -0.36, 0.46], [-0.02, 0.15, 0.03], [-0.08, 0.07, 0.05], [0.43, 0.34, 0.46], [0.41, 0.01, 0.12], [0.01, -0.30, -0.31], [-0.35, 0.16, 0.50], [-0.82, -0.59, -0.85], [1.68, -0.05, 1.02], [-0.27, -0.05, -0.65], [-0.45, 0.34, 0.52], [-0.17, 0.00, -0.10], [-0.65, 0.11, -0.08], [-0.28, 0.22, -0.23], [0.23, -0.13, 0.12], [-0.38, 0.17, 0.20], [-0.02, 0.10, 0.41], [0.57, -0.03, 0.15], [0.46, -0.10, -0.44], [0.82, 1.04, -0.09], [-1.79, -0.59, -0.03], [0.42, -1.08, 0.73], [0.03, 0.02, -1.43], [-0.36, 0.03, -0.03], [0.26, -0.08, 0.55], [0.49, -0.17, -0.77], [0.26, 0.30, 0.07], [0.06, 0.03, 0.28], [-0.42, 0.55, 0.72], [-0.29, -0.07, -0.38], [-0.41, 0.07, 1.71], [0.89, -0.78, -0.56], [0.30, 1.36, -0.39], [-0.42, -0.44, -0.16], [-0.05, 0.21, -0.26], [0.56, -0.26, -0.62], [-0.12, 0.09, 0.76], [-0.15, -0.21, 0.32], [-0.30, -0.09, -0.32], [0.00, -0.71, 0.47], [0.25, 1.05, -0.49], [-0.59, -0.47, 0.35], [0.42, 0.71, -0.04], [-0.30, 0.04, -0.46], [0.35, -0.19, 0.34], [-0.28, -0.02, 0.15], [0.27, 0.44, 0.09], [0.06, 0.08, -0.18], [-0.18, -0.76, -0.28]], "smiles": "COC[C@H](C)N.COC[C@H](C)N.COC[C@H](C)N.COC[C@H](C)N.COC[C@H](C)N.CC(C)O.CC(C)O.CC(C)O.OCCO.OCCO.OCCO", "homo_ha": -0.335, "homo_lumo_gap_ev": 9.473, "e_tot_ha": -2718.7139, "total_charge": 0, "max_force_ev_per_a": 2.55}